(1)
Entry from OMol25: a 6-piece molecular cluster, C43H57N2O15S3 overall at a distorted geometry (ωB97M-V/def2-TZVPD).

Frontier orbital gap in eV: 7.30
HOMO level in eV: -10.97
Charge: +1
Spin multiplicity: 1
LUMO level in eV: -3.67

CARTESIAN COORDINATES (ANGSTROEM)
C: -2.41 5.46 -3.04
C: -1.63 5.39 -2.14
N: -0.71 5.21 -1.06
C: -1.53 5.19 0.20
C: -0.73 5.41 1.50
C: -0.52 4.10 2.29
C: -1.82 3.34 2.63
C: -1.59 1.82 2.47
S: -1.89 1.23 0.75
C: -0.27 1.01 -0.01
S: 0.63 2.22 -0.68
N: 0.19 -0.35 -0.02
C: 0.87 -0.68 -1.26
C: 0.11 -0.58 -2.44
C: 0.64 -0.84 -3.70
C: 1.99 -1.23 -3.81
C: 2.74 -1.36 -2.64
C: 2.20 -1.10 -1.37
C: 0.99 -0.57 1.18
C: 2.11 0.17 1.58
C: 2.78 -0.12 2.78
C: 2.33 -1.15 3.62
C: 1.21 -1.90 3.23
C: 0.56 -1.60 2.02
C: 0.65 6.15 1.36
C: 1.34 6.03 -0.03
C: 0.30 6.33 -1.13
S: 1.15 6.22 -2.77
H: -3.00 5.78 -3.88
H: -0.23 4.30 -1.25
H: -2.36 5.89 0.11
H: -1.99 4.19 0.23
H: -1.35 6.07 2.14
H: 0.23 3.49 1.77
H: -0.07 4.39 3.25
H: -2.09 3.57 3.67
H: -2.69 3.67 2.02
H: -0.54 1.63 2.74
H: -2.22 1.24 3.18
H: -0.94 -0.27 -2.36
H: 0.03 -0.72 -4.60
H: 2.45 -1.42 -4.79
H: 3.79 -1.67 -2.76
H: 2.83 -1.23 -0.49
H: 2.50 0.98 0.96
H: 3.65 0.48 3.08
H: 2.81 -1.36 4.57
H: 0.83 -2.70 3.87
H: -0.32 -2.20 1.75
H: 0.58 7.21 1.64
H: 1.33 5.68 2.09
H: 2.09 6.84 -0.10
H: 1.83 5.06 -0.19
H: -0.15 7.32 -1.02
H: 0.83 4.97 -3.19
C: 8.75 -0.28 -4.15
C: 7.43 -0.75 -3.58
C: 7.04 -0.08 -2.29
O: 6.26 -1.09 -1.64
C: 6.71 -2.29 -2.10
O: 6.43 -3.34 -1.61
O: 7.51 -2.13 -3.18
H: 8.94 -0.76 -5.10
H: 8.74 0.80 -4.30
H: 9.57 -0.55 -3.48
H: 6.64 -0.66 -4.33
H: 6.45 0.82 -2.45
H: 7.89 0.16 -1.65
C: -4.36 -4.55 2.12
C: -3.96 -3.89 3.42
C: -3.72 -2.41 3.28
O: -2.72 -2.17 4.28
C: -2.04 -3.33 4.44
O: -1.00 -3.41 5.02
O: -2.67 -4.36 3.85
H: -4.57 -5.61 2.28
H: -5.25 -4.08 1.70
H: -3.53 -4.46 1.41
H: -4.68 -4.11 4.22
H: -4.61 -1.82 3.46
H: -3.30 -2.14 2.30
C: 0.24 -2.96 -7.78
C: -1.20 -3.06 -7.33
C: -1.40 -3.90 -6.09
O: -2.72 -4.40 -6.27
C: -2.95 -4.45 -7.61
O: -3.86 -5.02 -8.11
O: -1.99 -3.76 -8.29
H: 0.32 -2.30 -8.64
H: 0.88 -2.58 -6.98
H: 0.61 -3.94 -8.10
H: -1.63 -2.06 -7.20
H: -1.33 -3.32 -5.17
H: -0.71 -4.75 -6.03
C: -5.42 3.07 8.38
C: -4.18 2.57 7.68
C: -3.40 3.65 6.98
O: -2.79 2.92 5.90
C: -3.61 1.88 5.61
O: -3.53 1.20 4.63
O: -4.53 1.71 6.58
H: -5.91 2.26 8.91
H: -5.17 3.85 9.10
H: -6.14 3.47 7.67
H: -3.56 2.00 8.37
H: -2.64 4.10 7.62
H: -4.03 4.44 6.56
C: 1.61 -4.60 -0.40
C: 0.27 -5.03 -0.94
C: -0.11 -4.35 -2.23
O: -1.54 -4.33 -2.16
C: -1.87 -4.32 -0.84
O: -2.96 -4.08 -0.42
O: -0.80 -4.61 -0.07
H: 1.85 -5.17 0.50
H: 2.40 -4.76 -1.13
H: 1.60 -3.55 -0.11
H: 0.23 -6.12 -1.04
H: 0.22 -4.89 -3.11
H: 0.24 -3.31 -2.30

(2)
Entry from OMol25: an isolated molecule of C6H8F2IN at a distorted geometry (ωB97M-V/def2-TZVPD).

Frontier orbital gap in eV: 8.62
HOMO level in eV: -8.53
Spin multiplicity: 1
LUMO level in eV: 0.09

CARTESIAN COORDINATES (ANGSTROEM)
C: -1.15 -1.12 -0.37
C: -0.92 -0.18 0.53
C: 0.00 1.96 0.01
C: -1.09 -2.60 -0.07
C: -0.02 3.33 -0.53
C: 2.52 -1.34 0.95
N: -0.89 1.15 0.16
F: 1.49 -1.88 0.29
F: 3.57 -1.51 0.12
I: 2.13 1.16 0.41
H: -1.27 -0.92 -1.43
H: -1.04 -0.48 1.56
H: -1.91 -2.93 -0.58
H: -0.12 -2.93 -0.32
H: -1.08 -2.64 0.99
H: -0.80 3.36 -1.27
H: 0.92 3.59 -0.88
H: -0.33 3.97 0.45

(3)
Entry from OMol25: C10H13N4O8V as an isolated structure at a distorted geometry (ωB97M-V/def2-TZVPD).

Frontier orbital gap (alpha / beta) in eV: 8.43 / 8.87
HOMO level (alpha / beta) in eV: -9.12 / -9.51
Spin multiplicity: 3
LUMO level (alpha / beta) in eV: -0.68 / -0.63

CARTESIAN COORDINATES (ANGSTROEM)
V: 0.27 -0.37 -0.16
N: -0.58 -0.90 1.80
C: -1.95 -0.42 2.14
C: -2.98 -0.86 1.12
C: -2.86 -0.16 -0.22
N: -1.72 -0.69 -1.00
H: -0.54 -1.90 1.98
H: 0.09 -0.47 2.42
H: -1.90 0.67 2.18
H: -2.23 -0.78 3.14
H: -3.97 -0.66 1.53
H: -2.93 -1.95 0.99
H: -2.66 0.90 -0.08
H: -3.79 -0.26 -0.79
H: -1.62 -0.16 -1.86
H: -1.92 -1.65 -1.29
O: 0.49 3.49 0.63
C: 0.65 2.30 0.57
O: -0.27 1.44 0.10
C: 1.90 1.56 1.06
O: 2.82 2.07 1.62
O: 1.82 0.24 0.81
O: 2.85 -3.81 -4.09
C: 3.19 -4.19 -2.87
O: 3.97 -5.08 -2.67
C: 2.53 -3.50 -1.73
C: 2.71 -3.90 -0.42
N: 1.94 -3.10 0.35
N: 1.28 -2.20 -0.39
C: 1.63 -2.43 -1.65
C: 1.17 -1.41 -2.65
O: 1.24 -1.67 -3.85
O: 0.73 -0.32 -2.11
H: 2.22 -3.04 -4.08
H: 3.33 -4.68 -0.01
H: 1.91 -3.05 1.35

(4)
Entry from OMol25: C5H7HgO3 as an isolated structure at a distorted geometry (ωB97M-V/def2-TZVPD).

Frontier orbital gap in eV: 4.57
HOMO level in eV: -12.74
Charge: +1
Spin multiplicity: 1
LUMO level in eV: -8.17

CARTESIAN COORDINATES (ANGSTROEM)
O: -2.33 0.66 0.75
C: -1.86 -0.17 1.63
O: -1.78 0.19 2.85
Hg: 0.08 -0.39 2.89
O: -0.90 -0.99 1.28
C: 0.21 -1.16 -1.24
H: -0.47 -1.97 -0.93
H: -0.60 -0.66 -1.79
H: 0.86 -1.95 -1.66
C: 1.48 0.25 -1.50
C: 1.33 1.39 -0.66
C: 0.88 1.78 0.45
H: 1.34 0.49 -2.56
H: 2.46 -0.23 -1.36
H: 0.79 1.28 1.41
H: -1.48 1.50 0.43

(5)
Entry from OMol25: an isolated ion of composition C6H12N and charge +1 at a distorted geometry (ωB97M-V/def2-TZVPD).

Frontier orbital gap in eV: 10.77
HOMO level in eV: -14.26
Charge: +1
Spin multiplicity: 1
LUMO level in eV: -3.49

CARTESIAN COORDINATES (ANGSTROEM)
C: -0.80 0.95 1.52
C: -0.70 1.77 0.48
C: -0.14 -0.29 0.99
C: 0.19 0.43 -0.39
C: -1.09 -1.46 0.91
C: -0.05 -0.12 -1.73
N: 1.71 0.86 -0.21
H: -1.07 1.24 2.46
H: -1.13 2.78 0.20
H: 0.85 -0.65 1.50
H: -0.46 -2.30 0.58
H: -2.04 -1.35 0.26
H: -1.60 -1.65 1.87
H: 0.09 0.59 -2.54
H: -1.15 -0.48 -1.70
H: 0.68 -0.89 -2.00
H: 1.70 1.60 0.51
H: 1.87 1.13 -1.15
H: 2.27 0.01 0.11

(6)
Entry from OMol25: C13H19IrP2 as an isolated structure at a distorted geometry (ωB97M-V/def2-TZVPD).

Frontier orbital gap (alpha / beta) in eV: 4.79 / 4.53
HOMO level (alpha / beta) in eV: -4.08 / -7.55
Spin multiplicity: 5
LUMO level (alpha / beta) in eV: 0.71 / -3.02

CARTESIAN COORDINATES (ANGSTROEM)
C: 0.02 1.71 0.07
C: 0.51 1.20 -1.18
C: -0.60 0.72 -1.95
C: -1.80 0.93 -1.19
C: -1.44 1.55 0.06
Ir: -0.51 -0.41 0.27
P: 0.23 -0.35 2.36
H: 0.61 2.17 0.86
H: 1.55 1.19 -1.49
H: -0.55 0.26 -2.93
H: -2.13 1.90 0.83
H: -2.81 0.71 -1.53
H: -0.63 0.27 3.34
H: 1.43 0.40 2.59
H: 0.54 -1.58 3.00
C: 1.40 -2.63 -0.12
P: -0.40 -2.53 -0.36
C: -0.76 -2.46 -2.15
C: -0.94 -4.24 0.04
C: -1.85 -4.59 1.05
C: -2.24 -5.93 1.21
C: -1.70 -6.93 0.39
C: -0.76 -6.59 -0.60
C: -0.37 -5.26 -0.75
H: 1.80 -1.61 -0.04
H: 1.89 -3.14 -0.95
H: 1.58 -3.16 0.82
H: -1.09 -3.44 -2.50
H: -1.57 -1.73 -2.31
H: 0.13 -2.13 -2.72
H: -2.27 -3.84 1.73
H: -2.95 -6.20 1.98
H: -1.99 -7.97 0.52
H: -0.34 -7.35 -1.25
H: 0.40 -5.03 -1.50

(7)
Entry from OMol25: a 2-piece molecular cluster, C3H10N2O overall at a distorted geometry (ωB97M-V/def2-TZVPD).

Frontier orbital gap in eV: 9.10
HOMO level in eV: -8.27
Spin multiplicity: 1
LUMO level in eV: 0.83

CARTESIAN COORDINATES (ANGSTROEM)
C: 2.51 -0.61 1.19
O: 3.13 -1.44 2.04
C: 3.08 -0.88 -0.16
H: 1.40 -0.68 1.09
H: 2.81 0.43 1.54
H: 2.69 -0.45 -1.08
H: 4.07 -0.39 -0.04
H: 3.11 -1.88 -0.48
N: -3.81 1.93 -0.74
C: -3.32 0.70 -0.89
N: -4.07 -0.25 -1.23
H: -4.82 1.80 -0.51
H: -3.32 2.82 -1.06
H: -2.36 0.84 -0.31
H: 3.06 -1.49 2.90
H: -4.16 -0.46 -2.27

(8)
Entry from OMol25: a 5-piece molecular cluster, C13H17Cl4F3O9 overall at a distorted geometry (ωB97M-V/def2-TZVPD).

Frontier orbital gap in eV: 11.02
HOMO level in eV: -11.16
Spin multiplicity: 1
LUMO level in eV: -0.14

CARTESIAN COORDINATES (ANGSTROEM)
C: -3.09 -2.34 0.23
C: -4.58 -2.59 0.46
O: -4.74 -2.30 1.85
C: -3.55 -1.95 2.42
O: -3.51 -1.54 3.63
O: -2.57 -2.12 1.58
F: -4.81 -3.87 0.30
H: -2.94 -1.35 -0.20
H: -2.60 -3.07 -0.42
H: -5.35 -2.05 -0.09
C: -3.20 1.78 2.44
C: -2.32 1.27 3.62
O: -1.78 2.51 4.09
C: -1.96 3.50 3.29
O: -1.32 4.50 3.42
O: -2.74 3.11 2.27
F: -1.32 0.53 3.15
H: -4.24 1.76 2.74
H: -2.92 1.19 1.56
H: -2.84 0.75 4.42
C: 2.98 1.74 -2.58
C: 2.27 3.05 -2.55
O: 2.30 3.50 -3.88
C: 3.17 2.80 -4.50
O: 3.50 2.98 -5.65
O: 3.63 1.78 -3.75
F: 3.05 3.86 -1.89
H: 2.25 0.94 -2.57
H: 3.56 1.55 -1.68
H: 1.30 3.10 -2.04
Cl: 3.73 -5.39 -3.08
C: 3.03 -3.79 -2.84
C: 3.64 -3.04 -1.69
Cl: 2.91 -1.45 -1.83
H: 1.96 -3.94 -2.73
H: 3.13 -3.22 -3.76
H: 4.72 -3.01 -1.51
H: 3.30 -3.37 -0.71
Cl: -0.41 0.62 -0.58
C: 0.60 -0.03 0.74
C: 1.50 1.08 1.33
Cl: 2.14 0.69 3.02
H: 1.07 -0.97 0.45
H: -0.15 -0.40 1.44
H: 0.87 1.96 1.44
H: 2.33 1.23 0.64

(9)
Entry from OMol25: C66H50N5O4ReS2 as an isolated structure at a distorted geometry (ωB97M-V/def2-TZVPD).

Frontier orbital gap (alpha / beta) in eV: 4.19 / 4.22
HOMO level (alpha / beta) in eV: -3.49 / -3.46
Charge: -1
Spin multiplicity: 2
LUMO level (alpha / beta) in eV: 0.71 / 0.77

CARTESIAN COORDINATES (ANGSTROEM)
Re: -0.30 0.11 -0.68
C: 6.00 -2.96 5.03
O: 5.71 -3.99 4.10
C: 5.13 -3.59 2.93
C: 5.32 -2.34 2.36
C: 4.57 -1.95 1.26
C: 3.60 -2.79 0.67
C: 3.53 -4.09 1.20
C: 4.27 -4.48 2.30
C: 2.61 -2.22 -0.24
C: 2.80 -0.92 -0.77
C: 4.04 -0.43 -1.30
C: 3.86 0.89 -1.58
C: 2.54 1.22 -1.14
N: 1.88 0.07 -0.76
C: 2.17 2.49 -0.70
C: 1.19 2.66 0.29
C: 1.02 3.78 1.16
C: 0.15 3.40 2.13
C: -0.29 2.07 1.82
C: -1.28 1.38 2.54
C: -1.37 1.55 4.00
C: -0.26 2.04 4.72
C: -0.20 2.02 6.10
C: -1.25 1.49 6.84
O: -1.08 1.42 8.19
C: -1.97 0.59 8.91
C: -2.37 1.03 6.17
C: -2.42 1.06 4.79
C: -2.08 0.40 1.86
N: -1.54 -0.46 0.95
C: -2.49 -1.42 0.71
C: -2.17 -2.64 0.09
C: -3.19 -3.72 0.21
C: -2.99 -4.72 1.16
C: -3.95 -5.70 1.38
C: -5.13 -5.68 0.66
O: -6.15 -6.57 0.83
C: -5.99 -7.54 1.84
C: -5.34 -4.69 -0.30
C: -4.37 -3.72 -0.52
C: -0.88 -2.95 -0.32
C: -0.37 -4.26 -0.52
C: 0.99 -4.16 -0.52
C: 1.31 -2.77 -0.38
N: 0.16 -2.04 -0.36
C: -3.70 -1.06 1.35
C: -3.45 0.08 2.06
N: 0.33 1.66 0.68
C: 2.92 3.65 -1.22
C: 2.89 3.90 -2.59
C: 3.48 5.03 -3.14
C: 4.13 5.93 -2.31
O: 4.70 7.09 -2.74
C: 4.46 7.47 -4.08
C: 4.25 5.65 -0.95
C: 3.66 4.52 -0.42
H: 6.08 -3.43 6.01
H: 5.20 -2.21 5.05
H: 6.95 -2.46 4.80
H: 6.02 -1.64 2.79
H: 4.70 -0.95 0.90
H: 2.85 -4.81 0.79
H: 4.16 -5.48 2.71
H: 4.92 -1.03 -1.46
H: 4.58 1.59 -1.96
H: 1.51 4.74 1.05
H: -0.22 4.00 2.95
H: 0.61 2.40 4.18
H: 0.68 2.37 6.62
H: -1.55 0.49 9.91
H: -2.05 -0.40 8.45
H: -2.97 1.04 8.99
H: -3.22 0.63 6.71
H: -3.30 0.66 4.32
H: -2.08 -4.72 1.75
H: -3.76 -6.45 2.13
H: -6.91 -8.12 1.85
H: -5.85 -7.08 2.83
H: -5.15 -8.21 1.63
H: -6.27 -4.69 -0.84
H: -4.54 -2.95 -1.26
H: -0.96 -5.16 -0.61
H: 1.71 -4.95 -0.68
H: -4.64 -1.59 1.27
H: -4.17 0.69 2.58
H: 2.36 3.20 -3.24
H: 3.41 5.19 -4.20
H: 4.85 8.47 -4.19
H: 3.39 7.47 -4.31
H: 4.97 6.80 -4.78
H: 4.80 6.34 -0.33
H: 3.78 4.30 0.63
S: -2.14 1.83 -0.79
C: -3.47 1.17 -1.69
C: -4.65 1.93 -1.73
C: -5.76 1.47 -2.41
C: -5.72 0.24 -3.06
C: -4.56 -0.51 -3.02
C: -3.42 -0.06 -2.34
S: -2.00 -1.06 -2.34
H: -4.65 2.88 -1.21
H: -6.67 2.08 -2.43
H: -6.59 -0.12 -3.59
H: -4.52 -1.47 -3.53
C: -1.76 4.11 -4.60
C: -1.90 2.81 -5.07
C: -1.22 1.77 -4.48
C: -0.40 1.97 -3.35
C: -0.29 3.29 -2.88
C: -0.95 4.34 -3.50
N: 0.23 0.87 -2.74
C: 0.96 0.08 -3.61
C: 1.17 -1.29 -3.37
C: 1.89 -2.08 -4.25
C: 2.45 -1.54 -5.40
C: 2.28 -0.18 -5.64
C: 1.56 0.61 -4.77
H: -2.31 4.93 -5.06
H: -2.56 2.60 -5.91
H: -1.34 0.75 -4.84
H: 0.28 3.48 -1.99
H: -0.83 5.34 -3.11
H: 0.72 -1.75 -2.50
H: 2.00 -3.14 -4.04
H: 3.01 -2.16 -6.08
H: 2.72 0.26 -6.53
H: 1.46 1.67 -4.98